Molecular formula: C16H14N4
Method: DFT, ωB97M-V with the def2-TZVPD basis set

Cartesian coordinates (Å):
H: -5.5401 0.1912 0.9922
H: -1.1105 1.8105 4.9261
C: -1.4323 -1.2346 1.3538
C: -4.9468 -0.5640 0.4777
C: -2.9590 1.7793 3.8456
H: 4.2166 -1.1470 4.0171
C: -2.5982 -1.4573 0.6052
C: 2.7983 -2.5930 3.3353
C: 1.6677 -2.8170 2.5900
N: -3.5852 -0.6088 1.0138
H: -0.0547 0.0642 3.5818
N: 2.4737 -5.1785 -2.3417
C: -1.6544 1.3629 4.1125
H: 1.2632 -3.8104 2.5020
C: -3.0914 0.1985 2.0590
H: -0.3233 -2.9079 0.6976
N: 1.4510 -4.7565 -1.9449
H: -4.9167 -0.3249 -0.5850
N: 0.4282 -4.3343 -1.5462
C: -3.6878 1.1993 2.8335
C: 1.5631 -0.4626 2.0565
C: 3.3296 -1.3176 3.4282
H: 3.2705 -3.4126 3.8519
C: -0.2507 -1.9985 1.2717
C: 0.9859 -1.7490 1.9659
C: -1.0518 0.3904 3.3558
H: -3.3996 2.5637 4.4390
H: 1.0889 0.3624 1.5508
C: 2.7219 -0.2626 2.7666
H: 3.1522 0.7241 2.8256
C: -1.7593 -0.1879 2.2994
H: -2.7202 -2.1885 -0.1731
H: -4.6998 1.5068 2.6370
H: -5.4308 -1.5326 0.6024

Calculated values
- Gap between HOMO and LUMO: 2.97 eV
- ΔE to the lowest compared entry with this formula, charge and spin: 5.299 eV
- Max |F|: 1.49 eV/Å
- HOMO: -5.51 eV